Run 1
Density functional theory data (ωB97M-V with the def2-TZVPD basis set) for the molecule C18H27N3O3S.

CARTESIAN COORDINATES (ANGSTROEM)
C (4.3156, -0.7721, -3.1493)
C (3.6085, -0.7518, -1.8143)
O (3.8280, -1.5704, -0.9486)
N (2.6992, 0.2582, -1.6564)
C (1.9398, 0.4899, -0.5123)
C (1.9768, -0.1817, 0.7013)
C (1.1085, 0.2341, 1.7006)
C (0.2351, 1.2807, 1.4814)
C (0.2044, 1.9652, 0.2764)
C (1.0671, 1.5639, -0.7184)
C (1.2485, 2.1148, -2.1008)
H (1.5221, 3.1699, -2.0716)
H (0.3297, 2.0258, -2.6825)
C (2.3766, 1.2457, -2.6833)
H (2.0592, 0.7422, -3.6005)
H (3.2625, 1.8460, -2.9116)
H (-0.4839, 2.7868, 0.1561)
S (-0.9031, 1.7471, 2.7841)
O (-1.6097, 2.9253, 2.3773)
O (-0.1890, 1.7400, 4.0249)
N (-2.0140, 0.5182, 2.8884)
C (-3.0202, 0.3862, 1.8654)
C (-2.5698, -0.3200, 0.5816)
H (-3.4186, -0.3246, -0.1033)
H (-1.7576, 0.2455, 0.1243)
C (-2.1142, -1.7682, 0.8445)
N (-1.7575, -2.5872, -0.2845)
C (-2.8025, -2.9816, -1.2022)
C (-2.9716, -2.0636, -2.4215)
C (-1.6325, -1.9011, -3.1344)
C (-0.5913, -1.3812, -2.1476)
C (-0.4995, -2.3338, -0.9484)
H (0.2157, -1.9511, -0.2182)
H (-0.1264, -3.3003, -1.3119)
H (0.3887, -1.3191, -2.6246)
H (-0.8711, -0.3811, -1.8119)
H (-1.7346, -1.2171, -3.9805)
H (-1.3091, -2.8705, -3.5217)
H (-3.7104, -2.4998, -3.0964)
H (-3.3364, -1.0829, -2.1126)
H (-3.7419, -3.0544, -0.6506)
H (-2.5467, -3.9850, -1.5678)
H (-2.9194, -2.2893, 1.3760)
H (-1.2385, -1.7478, 1.5020)
H (-3.8745, -0.1448, 2.2978)
H (-3.3246, 1.4100, 1.6376)
H (-1.6216, -0.3391, 3.2388)
H (1.1147, -0.2433, 2.6679)
H (2.6620, -0.9979, 0.8560)
H (3.6055, -0.9238, -3.9595)
H (5.0282, -1.5920, -3.1445)
H (4.8454, 0.1623, -3.3201)

Summary:
- multiplicity = 1
- LUMO (eV) = 0.45
- gap between HOMO and LUMO (eV) = 8.51

=====

Run 2
Density functional theory data (ωB97M-V with the def2-TZVPD basis set) for the molecule C18H27N3O3S.

CARTESIAN COORDINATES (ANGSTROEM)
O (-0.9410, -2.0346, 1.8023)
C (-1.0476, -2.4037, 0.6565)
N (-0.0165, -2.4507, -0.2452)
C (1.3030, -2.0300, -0.0966)
C (1.7970, -1.5212, 1.1046)
C (3.1123, -1.1025, 1.1802)
C (3.9282, -1.1895, 0.0696)
C (3.4555, -1.6980, -1.1248)
C (2.1444, -2.1224, -1.2088)
H (1.7654, -2.5279, -2.1366)
H (4.1275, -1.7677, -1.9657)
S (5.5971, -0.5497, 0.1401)
O (6.0384, -0.5308, 1.4997)
O (6.3942, -1.1937, -0.8603)
N (5.4362, 1.0427, -0.3495)
C (4.6081, 1.8665, 0.4669)
C (3.1469, 2.0611, 0.1667)
C (4.1231, 3.1876, -0.0332)
H (4.3739, 3.4665, -1.0451)
H (4.1028, 4.0184, 0.6541)
H (2.7405, 1.5837, -0.7131)
H (2.4511, 2.1166, 0.9888)
H (4.9181, 1.7722, 1.4987)
H (5.2639, 1.1162, -1.3402)
H (3.5246, -0.7185, 2.0989)
H (1.1484, -1.4614, 1.9622)
H (-0.2382, -2.8230, -1.1597)
C (-2.3760, -2.8450, 0.0381)
N (-2.9031, -1.9692, -0.9925)
H (-2.2876, -1.9532, -1.7999)
C (-3.2451, -0.5932, -0.6292)
C (-2.0197, 0.3019, -0.3648)
C (-2.1918, 1.7614, -0.7963)
C (-3.5575, 2.3856, -0.4951)
C (-4.1812, 1.9599, 0.8350)
H (-3.4062, 1.8329, 1.5915)
C (-5.0143, 0.6840, 0.7165)
H (-5.6300, 0.5825, 1.6134)
C (-4.2000, -0.5979, 0.5663)
H (-4.8950, -1.4313, 0.4415)
H (-3.6268, -0.7632, 1.4808)
H (-5.6927, 0.7845, -0.1345)
H (-4.8431, 2.7595, 1.1766)
H (-4.2577, 2.1424, -1.2971)
H (-3.4329, 3.4709, -0.5044)
H (-1.4131, 2.3454, -0.2997)
H (-2.0155, 1.8410, -1.8724)
H (-1.1567, -0.0954, -0.9095)
H (-1.7711, 0.2594, 0.6963)
H (-3.7787, -0.2106, -1.5078)
H (-3.1086, -2.9193, 0.8421)
H (-2.2530, -3.8387, -0.4053)

Summary:
- multiplicity = 1
- LUMO (eV) = 0.34
- gap between HOMO and LUMO (eV) = 9.26

=====

Going by the computed energies, the most stable comes first: run 1, run 2.

=====

Run 1
Density functional theory data (ωB97M-V with the def2-TZVPD basis set) for a cluster of 2 separate species, C6H14NO in total.

CARTESIAN COORDINATES (ANGSTROEM)
O (2.5176, -0.3327, -0.3711)
C (1.4387, -0.4923, 0.1493)
C (0.3701, 0.4719, 0.1286)
C (-0.9463, 0.4534, 0.7635)
C (-2.0415, -0.2856, -0.1103)
C (-3.1908, -0.7256, 0.7791)
C (-2.4696, 0.5435, -1.3688)
N (6.1096, -0.2179, -0.1044)
H (1.1586, -1.4179, 0.6924)
H (0.8043, 1.4826, 0.1440)
H (-0.9211, 0.1006, 1.8117)
H (-1.2623, 1.5064, 0.7450)
H (-1.5651, -1.1678, -0.5324)
H (-3.7048, 0.0693, 1.3603)
H (-2.7790, -1.4870, 1.4682)
H (-3.9443, -1.2407, 0.1633)
H (-3.3116, 1.2160, -1.2110)
H (-2.7687, -0.1650, -2.1623)
H (-1.5854, 1.0931, -1.6984)
H (6.9024, 0.4038, -0.3621)
H (5.5376, -0.0777, -0.9658)
H (5.6517, 0.2697, 0.6813)

Summary:
- multiplicity = 2
- LUMO (alpha / beta) (eV) = -11.40 / -13.54
- gap between HOMO and LUMO (alpha / beta) (eV) = 6.60 / 4.46
- charge = +2

=====

Run 2
Density functional theory data (ωB97M-V with the def2-TZVPD basis set) for a cluster of 2 separate species, C6H14NO in total.

CARTESIAN COORDINATES (ANGSTROEM)
C (-2.2816, -0.8242, 2.4202)
C (-0.9124, -0.1469, 2.8264)
C (0.0390, 0.3504, 1.5345)
C (0.2027, -0.4662, 0.3048)
C (0.1049, -1.8146, 0.4372)
C (0.3502, -0.3630, -2.1467)
N (-0.0443, 0.1476, -1.0391)
H (-2.0772, -1.5391, 1.6302)
H (-2.8922, -1.1273, 3.2489)
H (-2.9375, -0.0975, 2.0277)
H (-1.1803, 0.5777, 3.5739)
H (-0.3868, -1.0122, 3.2459)
H (-0.1121, 1.5465, 1.3658)
H (0.9752, 0.5417, 1.9562)
H (0.1371, -2.6717, -0.1338)
H (0.4406, -2.1931, 1.3811)
H (0.3412, 0.0923, -3.0649)
H (0.6637, -1.4659, -2.1904)
H (-0.4460, 1.0767, -0.9600)
H (1.8776, 3.2363, -4.1933)
H (3.0288, 2.0031, -3.8796)
O (2.2328, 2.4483, -3.6240)

Summary:
- multiplicity = 2
- LUMO (alpha / beta) (eV) = -10.64 / -13.65
- gap between HOMO and LUMO (alpha / beta) (eV) = 6.58 / 3.57
- charge = +2

=====

Going by the computed energies, the most stable comes first: run 2, run 1.

=====

Run 1
Density functional theory data (ωB97M-V with the def2-TZVPD basis set) for a cluster of 3 separate species, C2H11N2O2 in total.

CARTESIAN COORDINATES (ANGSTROEM)
C (0.3277, -0.8328, -0.7911)
C (-0.0745, -2.1087, -0.7312)
N (-0.0001, -2.9625, -1.7770)
N (-0.2096, 0.1932, 0.1277)
H (0.8992, -0.3617, -1.5821)
H (-0.5021, -2.4851, 0.1950)
H (-0.0146, -3.9612, -1.6568)
H (0.0751, -2.5587, -2.6991)
H (-0.8574, -0.2753, 0.7626)
H (0.4691, 0.6436, 0.7545)
H (-0.7289, 0.9218, -0.3702)
H (-0.1740, 3.4465, -0.8680)
H (-1.4600, 3.5167, -0.0963)
O (-0.7000, 2.9363, -0.2390)
H (0.4044, 1.2057, 3.4891)
H (1.6611, 1.6176, 2.8230)
O (0.8845, 1.0646, 2.6588)

Summary:
- multiplicity = 1
- LUMO (eV) = -2.82
- gap between HOMO and LUMO (eV) = 9.68
- charge = +1

=====

Run 2
Density functional theory data (ωB97M-V with the def2-TZVPD basis set) for a cluster of 3 separate species, C2H11N2O2 in total.

CARTESIAN COORDINATES (ANGSTROEM)
C (0.6040, -0.5847, -0.6206)
C (0.0222, -0.1486, 0.5079)
N (0.4058, 1.1512, 1.0787)
N (0.4899, -1.8184, -1.1737)
H (1.1595, 0.1364, -1.2064)
H (-0.5862, -0.7155, 1.1948)
H (1.2565, 1.1093, 1.6425)
H (0.5166, 1.8511, 0.3379)
H (-0.3979, 1.5281, 1.5857)
H (0.3590, -1.7432, -2.1776)
H (0.3467, -2.6945, -0.7314)
H (-2.3977, -0.7562, 3.6440)
H (-1.8575, 0.6105, 4.0178)
O (-1.9448, 0.0373, 3.2628)
H (1.2486, 0.1987, -3.9544)
H (0.0573, 1.0593, -4.0062)
O (0.7180, 0.7791, -3.4019)

Summary:
- multiplicity = 1
- LUMO (eV) = -3.18
- gap between HOMO and LUMO (eV) = 9.55
- charge = +1

=====

Run 3
Density functional theory data (ωB97M-V with the def2-TZVPD basis set) for a cluster of 3 separate species, C2H11N2O2 in total.

CARTESIAN COORDINATES (ANGSTROEM)
C (0.2936, -0.4051, -1.2076)
C (-0.5501, -1.4269, -0.9857)
N (-1.6914, -1.5967, -1.7943)
N (0.5535, 0.7392, -0.2014)
H (0.7811, -0.3533, -2.1813)
H (-0.3334, -2.2557, -0.2080)
H (-2.2468, -2.3603, -1.4309)
H (-2.2135, -0.7446, -2.0150)
H (-0.3115, 1.0025, 0.1769)
H (1.0581, 0.5002, 0.6377)
H (0.9474, 1.4869, -0.7487)
H (2.4332, -1.4792, 1.6745)
H (3.0840, -0.1688, 2.2088)
O (2.1931, -0.5642, 1.9604)
H (-0.9282, 2.6358, 2.0137)
H (-1.9892, 2.6488, 1.0169)
O (-1.0799, 2.3413, 1.0841)

Summary:
- multiplicity = 1
- LUMO (eV) = -3.75
- gap between HOMO and LUMO (eV) = 8.31
- charge = +1

=====

Going by the computed energies, the most stable comes first: run 1, run 2, run 3.

=====

Run 1
Density functional theory data (ωB97M-V with the def2-TZVPD basis set) for the molecule C6H12N2O.

CARTESIAN COORDINATES (ANGSTROEM)
C (-1.9081, -0.2220, 1.9015)
C (-1.3841, 0.4396, 0.5996)
C (0.0383, -0.0409, 0.1774)
C (1.0724, 0.4141, 1.2054)
C (1.8493, 0.5032, -2.9366)
C (-0.0219, -1.5030, -0.0991)
H (-2.0160, -1.3110, 1.6365)
H (-2.8563, 0.4070, 2.1098)
H (-1.0673, -0.1874, 2.8380)
H (-1.9727, 0.1443, -0.2586)
H (-1.3428, 1.4930, 0.6689)
H (0.9937, 1.4347, 1.6068)
H (1.0360, -0.1898, 2.1763)
H (2.0861, 0.3292, 0.7913)
H (-0.5177, 0.5203, -1.7697)
H (1.3333, 0.8306, -3.9801)
H (2.7120, -0.0317, -3.2377)
H (0.1283, -1.6591, -1.3388)
N (0.3020, 0.7205, -1.1316)
N (1.5583, 0.3453, -1.6868)
O (-0.0226, -2.4370, 0.7274)

Summary:
- multiplicity = 1
- LUMO (eV) = 0.56
- gap between HOMO and LUMO (eV) = 9.79

=====

Run 2
Density functional theory data (ωB97M-V with the def2-TZVPD basis set) for the molecule C6H12N2O.

CARTESIAN COORDINATES (ANGSTROEM)
C (1.6650, -1.9129, -0.6437)
C (-0.3773, -1.1555, -1.4354)
C (0.2821, -0.5810, 0.7893)
C (-0.1190, 0.7711, 1.1292)
C (0.3994, 1.9562, 0.3432)
C (-2.0781, 2.2933, 0.6951)
H (1.2323, -2.8184, -0.1524)
H (1.8302, -2.1463, -1.7589)
H (2.6545, -1.7030, -0.1745)
H (-0.0579, -1.2835, -2.5086)
H (-0.7986, -2.1320, -1.1387)
H (-1.1422, -0.4036, -1.2663)
H (1.1493, -0.8048, 1.3931)
H (-0.5211, -1.2395, 0.9634)
H (-0.3692, 0.7383, 2.2280)
H (0.8306, 1.6057, -0.6198)
H (0.7286, 2.8984, 0.8366)
H (-2.0017, 3.3317, 0.3172)
N (0.7388, -0.7586, -0.5699)
N (-1.0123, 1.5351, 0.3006)
O (-3.0334, 1.8093, 1.2724)

Summary:
- multiplicity = 1
- LUMO (eV) = 0.92
- gap between HOMO and LUMO (eV) = 9.94

=====

Run 3
Density functional theory data (ωB97M-V with the def2-TZVPD basis set) for a structure of composition C6H12N2O.

CARTESIAN COORDINATES (ANGSTROEM)
C (0.2189, 1.2307, -0.1539)
C (1.1339, 0.3365, -0.9629)
C (0.7047, -1.6139, 0.6586)
C (0.5950, 1.6448, 1.2383)
C (0.3111, -0.8322, -0.5556)
C (-1.5538, 0.0747, -0.0250)
O (-0.8709, -0.7299, -2.4962)
N (-0.7996, -1.2930, -1.1797)
N (-2.0926, -0.1457, 1.0864)
H (-1.5815, -1.2493, -2.8932)
H (-0.2619, 1.9944, -0.7514)
H (-1.6095, -0.6461, 1.8188)
H (2.1626, 0.2713, -0.6023)
H (1.1026, 0.5347, -2.0306)
H (-1.9912, 0.5703, -0.8779)
H (1.6496, -2.1189, 0.4373)
H (-0.0489, -2.3578, 0.9108)
H (0.8664, -0.9756, 1.5266)
H (1.5566, 1.2363, 1.5611)
H (-0.1613, 1.3358, 1.9762)
H (0.6698, 2.7330, 1.3144)

Summary:
- multiplicity = 1
- LUMO (eV) = 0.87
- gap between HOMO and LUMO (eV) = 7.98

=====

Run 4
Density functional theory data (ωB97M-V with the def2-TZVPD basis set) for the molecule C6H12N2O.

CARTESIAN COORDINATES (ANGSTROEM)
C (1.1012, 0.5246, 1.4319)
C (-1.2456, 0.3695, -1.6900)
N (-0.4221, 2.2263, -0.3234)
C (0.2899, 0.0129, 0.2671)
C (-0.4288, 0.8263, -0.5176)
C (0.3491, -1.4516, 0.0616)
N (-0.1420, -2.2063, 1.1178)
C (0.8266, -2.0021, -1.0556)
O (-0.8629, 2.6698, 0.9634)
H (-0.0739, 2.9873, 1.4220)
H (-1.0373, 2.6837, -0.9910)
H (-0.1414, -1.7556, 2.0181)
H (0.1505, -3.1708, 1.1379)
H (1.6340, 1.4287, 1.1406)
H (0.4689, 0.7579, 2.2898)
H (1.8364, -0.2189, 1.7340)
H (-0.8203, 0.7517, -2.6184)
H (-1.2729, -0.7140, -1.7389)
H (-2.2647, 0.7476, -1.6014)
H (1.1604, -1.3963, -1.8755)
H (0.8949, -3.0705, -1.1725)

Summary:
- multiplicity = 1
- LUMO (eV) = 0.91
- gap between HOMO and LUMO (eV) = 8.84

=====

Going by the computed energies, the most stable comes first: run 2, run 4, run 1, run 3.